# 1
47
Properties=species:S:1:pos:R:3 method="wB97M-V/def2-TZVPD" relative_energy_kj_mol=1643.0 e_tot_ha=-1017.9274
C 5.072 2.055 0.733
C 3.745 2.183 0.839
C 2.626 1.807 -0.087
N 1.736 1.124 0.542
C 0.877 0.548 -0.147
C -0.176 -0.018 0.769
C -1.037 -0.732 0.102
O -1.969 -1.796 0.762
H -1.885 -1.550 1.784
C -1.157 -1.119 -1.419
C -2.461 -0.380 -1.641
O -2.531 0.723 -1.556
O -3.118 -1.249 -2.613
C -4.528 -0.611 -2.857
H -4.974 -1.551 -3.340
H -4.959 0.010 -2.073
H -4.205 0.209 -3.839
H -1.307 -2.072 -1.591
C 0.007 -0.733 -2.036
C 0.426 0.850 -1.396
H 1.403 1.091 -1.964
H -0.389 1.575 -1.441
C -0.189 -0.477 -3.464
H -0.885 0.437 -3.694
H -0.475 -1.714 -3.848
H 0.743 -0.278 -4.099
C 1.345 -1.572 -1.952
H 1.318 -1.832 -0.626
H 1.058 -2.451 -2.209
H 2.147 -1.190 -2.291
C -0.436 -0.094 2.336
O -1.166 -0.784 2.838
C 0.424 0.893 3.103
H -0.097 1.466 3.662
C 1.487 0.081 3.921
C 2.255 -0.783 3.254
H 3.162 -1.433 3.730
H 1.777 -1.258 2.560
H 2.930 -0.093 2.479
H 1.965 0.808 4.792
H 0.757 -0.472 4.480
H 1.030 1.808 2.620
H 2.465 2.900 -0.437
H 3.328 1.412 -0.984
H 3.570 2.610 1.960
H 5.797 2.209 1.354
H 5.495 1.586 -0.282

---

# 2
47
Properties=species:S:1:pos:R:3 method="wB97M-V/def2-TZVPD" relative_energy_kj_mol=39.9 smiles="Cc1c(C(=O)OCCOC(C)C)[nH]c2c1C(=O)CC(C)(C)C2" e_tot_ha=-1018.5380
C 1.431 2.954 -0.336
C 1.429 1.515 0.009
C 0.335 0.712 0.300
C -1.076 1.031 0.342
O -1.572 2.111 0.133
O -1.809 -0.072 0.667
C -3.216 0.104 0.742
C -3.854 0.057 -0.658
O -5.248 0.157 -0.637
C -5.970 -0.992 -0.196
C -7.001 -1.345 -1.268
C -6.656 -0.702 1.139
N 0.794 -0.566 0.565
C 2.129 -0.598 0.459
C 2.569 0.676 0.115
C 3.975 0.975 -0.104
O 4.405 2.045 -0.477
C 4.894 -0.196 0.217
C 4.318 -1.579 -0.122
C 5.318 -2.661 0.290
C 4.057 -1.678 -1.627
C 3.001 -1.781 0.653
H 0.414 3.324 -0.425
H 1.972 3.110 -1.267
H 1.957 3.517 0.434
H -3.577 -0.719 1.364
H -3.448 1.064 1.213
H -3.527 -0.864 -1.166
H -3.505 0.921 -1.230
H -5.275 -1.837 -0.076
H -7.673 -0.504 -1.414
H -7.575 -2.217 -0.968
H -6.503 -1.555 -2.212
H -5.926 -0.444 1.902
H -7.335 0.137 1.019
H -7.218 -1.571 1.468
H 0.183 -1.331 0.799
H 5.840 -0.041 -0.304
H 5.097 -0.143 1.291
H 6.249 -2.546 -0.260
H 4.917 -3.650 0.080
H 5.541 -2.599 1.353
H 3.329 -0.936 -1.944
H 4.978 -1.509 -2.179
H 3.680 -2.666 -1.885
H 2.498 -2.693 0.321
H 3.225 -1.897 1.719

---

# 3
47
Properties=species:S:1:pos:R:3 method="wB97M-V/def2-TZVPD" relative_energy_kj_mol=32.3 smiles="CCCCCCOc1ccc([C@H](CC(=O)NC)C(=O)O)cc1" e_tot_ha=-1018.5409
C 2.498 2.131 0.605
C 3.549 1.941 -0.483
C 4.570 0.845 -0.165
C 3.971 -0.535 0.108
C 3.217 -1.115 -1.086
C 2.470 -2.397 -0.706
O 1.603 -2.218 0.397
C 0.540 -1.376 0.285
C -0.005 -0.910 -0.908
C -1.089 -0.052 -0.889
C -1.662 0.348 0.309
C -2.857 1.282 0.317
C -3.976 0.787 -0.611
C -4.083 -0.733 -0.642
O -4.087 -1.372 -1.671
N -4.205 -1.303 0.578
C -4.214 -2.733 0.766
C -2.323 2.626 -0.145
O -2.257 3.005 -1.281
O -1.874 3.348 0.889
C -1.124 -0.125 1.499
C -0.039 -0.975 1.491
H 1.887 3.004 0.386
H 2.974 2.280 1.573
H 1.836 1.272 0.673
H 4.096 2.878 -0.615
H 3.051 1.726 -1.430
H 5.270 0.770 -1.001
H 5.140 1.148 0.716
H 3.293 -0.474 0.960
H 4.779 -1.219 0.384
H 2.498 -0.381 -1.449
H 3.908 -1.344 -1.898
H 3.178 -3.156 -0.362
H 1.925 -2.797 -1.571
H 0.398 -1.216 -1.860
H -1.490 0.308 -1.823
H -3.205 1.407 1.346
H -4.935 1.206 -0.298
H -3.778 1.125 -1.629
H -4.149 -0.730 1.404
H -4.257 -3.189 -0.221
H -5.086 -3.038 1.347
H -3.306 -3.063 1.276
H -1.481 4.179 0.579
H -1.551 0.181 2.444
H 0.384 -1.346 2.411

---

# 4
54
Properties=species:S:1:pos:R:3 method="wB97M-V/def2-TZVPD" multiplicity=3 relative_energy_kj_mol=145.7 total_charge=+1 e_tot_ha=-2527.1023
Ti -0.904 0.489 -0.283
C 1.825 -1.907 -2.879
N 1.929 -2.287 -1.484
C 2.500 -3.591 -1.241
C 1.124 -1.629 -0.602
O 0.363 -0.698 -1.000
C 1.119 -1.971 0.881
O 0.613 -0.870 1.610
C 1.571 0.112 1.966
C 0.990 1.477 1.635
O -0.058 1.548 0.937
N 1.590 2.595 2.114
C 0.916 3.870 1.988
C 2.692 2.565 3.044
H 2.720 -2.239 -3.400
H 0.943 -2.351 -3.352
H 1.743 -0.821 -2.944
H 3.495 -3.624 -1.687
H 2.585 -3.797 -0.178
H 1.886 -4.374 -1.698
H 0.410 -2.792 1.065
H 2.110 -2.271 1.248
H 1.751 0.041 3.050
H 2.521 -0.047 1.433
H 0.047 3.752 1.343
H 0.589 4.223 2.969
H 1.594 4.605 1.553
H 3.339 1.713 2.854
H 3.279 3.475 2.921
H 2.334 2.523 4.078
N -5.250 -3.509 2.575
C -4.236 -3.127 1.778
N -3.660 -4.060 0.972
N -3.823 -1.889 1.845
C -2.929 -1.283 1.185
N -2.121 -0.601 0.672
H -5.527 -4.474 2.630
H -5.613 -2.858 3.249
H -4.117 -4.946 0.833
H -3.068 -3.725 0.228
Cl -1.833 -0.161 -2.627
C -0.841 1.279 -2.630
C 0.228 1.405 -3.497
C 1.023 2.540 -3.423
C 0.722 3.534 -2.496
C -0.364 3.418 -1.656
C -1.208 2.283 -1.694
C -2.293 2.034 -0.778
H 0.433 0.634 -4.227
H 1.867 2.650 -4.085
H 1.338 4.420 -2.454
H -0.622 4.228 -0.987
H -3.195 1.610 -1.226
H -2.526 2.879 -0.129

---

# 5
47
Properties=species:S:1:pos:R:3 method="wB97M-V/def2-TZVPD" multiplicity=5 relative_energy_kj_mol=43.3 total_charge=+2 e_tot_ha=-1343.3784
C 0.257 0.785 -6.578
C 1.635 1.347 -6.935
C 0.034 -0.550 -7.293
C -0.836 1.781 -6.972
Cl 0.181 0.514 -4.797
H 0.077 -0.406 -8.380
H -0.950 -0.961 -7.044
H 0.810 -1.271 -7.016
H 1.703 1.513 -8.018
H 2.424 0.644 -6.649
H 1.802 2.306 -6.433
H -0.811 1.958 -8.054
H -0.682 2.741 -6.468
H -1.825 1.389 -6.714
C 1.499 -1.464 0.926
C 1.147 -2.504 0.022
C 1.196 -1.977 -1.297
H 0.833 -3.509 0.285
C 1.595 -0.610 -1.205
C 1.760 -0.283 0.169
H 1.938 0.710 0.576
H 1.507 -1.561 2.005
H 0.908 -2.513 -2.194
H 1.671 0.067 -2.044
C -1.585 0.813 0.233
C -2.000 -0.292 1.036
C -2.376 -1.356 0.166
H -1.979 -0.352 2.120
C -2.193 -0.912 -1.172
C -1.718 0.431 -1.131
H -1.440 1.023 -1.993
H -1.149 1.745 0.588
H -2.674 -2.360 0.453
H -2.307 -1.524 -2.059
Os -0.287 -0.875 -0.173
C 2.441 2.005 3.988
N 1.119 2.611 3.984
C 0.534 3.003 5.271
C 0.440 2.731 2.815
O 0.874 2.412 1.698
H 2.924 2.261 4.935
H 3.040 2.386 3.153
H 2.383 0.907 3.918
H 0.087 4.005 5.202
H -0.248 2.296 5.594
H 1.316 3.022 6.038
H -0.573 3.169 2.927

---

# 6
50
Properties=species:S:1:pos:R:3 method="wB97M-V/def2-TZVPD" relative_energy_kj_mol=1340.6 total_charge=-1 smiles="C[Si](C)(CCC(F)(F)N(CCCCO)CC(=O)[O-])c1ccccc1" e_tot_ha=-1432.6662
C -0.810 4.196 1.886
Si -0.369 2.577 0.868
C 1.542 2.552 0.635
C -1.051 1.098 1.933
C -0.051 -0.200 1.986
C -0.767 -1.614 1.462
F -1.785 -2.136 2.424
F -1.554 -1.227 0.231
N 0.352 -2.604 1.160
C -0.161 -3.761 0.333
C 0.252 -3.724 -1.253
C 0.913 -2.317 -1.771
C 2.552 -2.294 -1.822
O 3.039 -3.133 -2.946
C 1.079 -3.043 2.411
C 2.571 -2.307 2.586
O 3.146 -1.553 1.647
O 3.229 -2.541 3.914
C -1.325 2.788 -0.830
C -2.930 2.371 -0.866
C -3.771 2.582 -2.263
C -2.972 3.209 -3.554
C -1.353 3.598 -3.528
C -0.507 3.392 -2.137
H -0.589 5.101 1.156
H -1.995 4.185 2.024
H -0.231 4.255 2.903
H 1.889 3.638 0.307
H 1.920 1.739 -0.121
H 2.022 2.311 1.684
H -1.123 1.509 3.052
H -2.176 0.819 1.645
H 0.273 -0.432 3.110
H 0.938 -0.087 1.366
H -1.354 -3.776 0.365
H 0.163 -4.830 0.738
H 1.070 -4.564 -1.427
H -0.685 -3.968 -1.913
H 0.568 -1.359 -1.194
H 0.546 -2.171 -2.898
H 2.858 -1.175 -2.100
H 2.938 -2.632 -0.769
H 4.016 -2.909 -3.140
H 0.494 -2.755 3.411
H 1.292 -4.191 2.487
H -3.439 1.960 0.108
H -4.927 2.310 -2.269
H -3.588 3.388 -4.537
H -0.791 4.057 -4.469
H 0.642 3.669 -2.024